Entry 1:
ORCA calculation (ωB97M-V/def2-TZVPD) on a molecular structure, C18H29O2SiV at a distorted geometry.

```
! RIJCOSX wB97M-V def2-TZVPD def2/J DEFGRID3
* xyz -1 2
H 0.470 1.219 4.583
C 0.012 2.832 -0.594
C -2.297 -0.876 -0.139
H 3.991 -0.153 2.528
H 1.931 0.590 5.387
H 0.858 1.693 -4.371
C -1.961 -1.334 1.179
C 3.397 -1.002 2.890
C -2.249 0.555 -0.123
H 3.481 -1.812 2.155
C 0.069 -1.421 -1.723
H 0.693 3.098 -1.426
H 1.696 0.027 -2.309
C 0.703 -2.031 3.829
C 1.287 -0.680 -1.582
O 0.941 -0.005 1.824
C -1.746 -0.185 2.005
H -0.232 3.276 -3.429
H -2.585 1.202 -0.938
C -1.183 2.772 -3.485
C -0.003 -2.362 -0.641
H -2.971 0.318 -4.775
H -2.647 -1.487 -0.956
H -2.021 -0.202 -3.356
C -1.258 1.588 -4.170
C 1.508 0.903 4.423
O 0.456 2.302 0.475
H 0.204 0.052 -4.260
C 1.166 -2.207 0.155
H -1.986 -2.370 1.540
H -0.728 -3.163 -0.523
H 0.660 -2.827 3.076
H -1.588 -0.205 3.079
Si 1.622 -0.504 3.212
H -3.115 1.178 -3.216
H 3.838 -1.351 3.834
C -2.419 0.667 -3.913
C -1.901 0.968 1.191
H -1.872 1.999 1.564
H -0.326 -1.801 4.129
H 1.237 -2.422 4.707
H 2.070 1.774 4.061
V -0.085 -0.278 0.320
C 0.042 1.032 -4.739
H -1.093 2.987 -0.726
H -0.585 -1.413 -2.593
C 1.966 -1.173 -0.432
H 1.450 -2.872 0.972
H 0.107 0.947 -5.801
H 2.965 -0.884 -0.103
H -1.970 3.041 -2.798
*
```

Computed properties:
Molar mass in g mol⁻¹: 356.46
HOMO energy (alpha / beta) in eV: -1.6 / -1.6
Orbital gap (alpha / beta) in Eh: 0.173 / 0.172
Lowest unoccupied orbital energy (alpha / beta) in eV: 3.10 / 3.10

natural (NBO) population analysis, charges in e, atoms 1 to 5: H 0.234; C 0.208; C -0.287; H 0.230; H 0.207


Entry 2:
ORCA calculation (ωB97M-V/def2-TZVPD) on 2 unconnected molecules or ions with the total composition C4H12OS2 at a distorted geometry.

```
! RIJCOSX wB97M-V def2-TZVPD def2/J DEFGRID3
* xyz 0 1
H 0.092 4.514 5.288
C 0.785 0.734 -1.375
C -0.438 1.654 -1.623
H 0.155 -1.465 0.800
H 1.130 -2.737 -1.025
S -0.647 -1.854 -2.233
C 0.067 -2.860 -0.885
S 0.815 -0.541 -2.729
H 1.637 1.334 -1.693
H -0.117 2.702 -1.642
H -1.437 -2.171 0.493
H 0.933 0.213 -0.445
H -1.275 1.549 -0.946
O -0.362 3.798 4.834
C -0.365 -2.367 0.494
H -0.194 -3.172 1.202
H -0.701 1.622 -2.680
H 0.024 2.978 5.145
H -0.103 -3.931 -0.980
*
```

Computed properties:
SMILES: CCSSCC.O
Molar mass in g mol⁻¹: 140.27
HOMO energy in eV: -8.5
Orbital gap in Eh: 0.344
Lowest unoccupied orbital energy in eV: 0.85
Relative energy (zero: lowest compared OMol25 entry of this formula, charge and spin) in eV: 0.6034

natural (NBO) population analysis, charges in e, atoms 1 to 5: H 0.470; C -0.514; C -0.639; H 0.203; H 0.224


Entry 3:
ORCA calculation (ωB97M-V/def2-TZVPD) on 3 unconnected molecules or ions with the total composition C4H13NO3 at a distorted geometry.

```
! RIJCOSX wB97M-V def2-TZVPD def2/J DEFGRID3
* xyz 0 1
H -2.118 2.439 -1.629
H -2.742 -0.593 0.898
H -2.276 -2.329 1.091
H 2.487 1.183 -0.204
C -1.985 -1.289 1.232
O 0.320 -1.717 1.150
O 1.985 1.745 -0.830
H -1.846 -1.249 2.308
C -1.519 1.966 -0.839
O 2.662 -0.512 0.523
H -1.310 0.138 -2.150
H 0.482 0.343 -0.275
C -0.606 -1.076 0.646
H -2.398 0.042 -0.880
H -2.054 2.174 0.088
H 1.852 -0.998 0.840
H -0.528 2.422 -0.800
C -1.433 0.486 -1.123
N -0.392 -0.173 -0.342
H 2.098 1.226 -1.644
H 3.322 -1.062 0.958
*
```

Computed properties:
SMILES: CCNC(C)=O.O.O
Molar mass in g mol⁻¹: 123.15
HOMO energy in eV: -9.8
Orbital gap in Eh: 0.393
Lowest unoccupied orbital energy in eV: 0.87
Relative energy (zero: lowest compared OMol25 entry of this formula, charge and spin) in eV: 0.3624

natural (NBO) population analysis, charges in e, atoms 1 to 5: H 0.214; H 0.213; H 0.243; H 0.506; C -0.720


Entry 4:
ORCA calculation (ωB97M-V/def2-TZVPD) on 3 unconnected molecules or ions with the total composition C4H14O3 at a distorted geometry.

```
! RIJCOSX wB97M-V def2-TZVPD def2/J DEFGRID3
* xyz 1 2
O 0.114 0.190 -1.982
H -0.676 0.440 0.483
H 1.616 -1.743 0.307
H 2.280 -1.031 -1.187
C 0.115 -0.775 -1.049
H -0.045 -1.716 -1.638
H -2.379 -1.170 -1.498
C 1.544 -0.912 -0.382
H 0.538 -0.112 -2.810
H 1.415 2.124 -0.972
H -0.505 0.880 4.619
H -2.586 0.456 -1.135
C -0.961 -0.475 -0.023
H 0.324 0.675 3.343
O 2.140 2.281 -0.352
H 1.755 0.060 0.092
H 1.869 3.151 -0.007
O -0.197 0.207 3.999
H -3.087 -0.782 0.097
C -2.349 -0.494 -0.645
H -0.925 -1.255 0.736
*
```

Computed properties:
Molar mass in g mol⁻¹: 110.15
HOMO energy (alpha / beta) in eV: -14.3 / -14.3
Orbital gap (alpha / beta) in Eh: 0.389 / 0.167
Lowest unoccupied orbital energy (alpha / beta) in eV: -3.69 / -9.74
Relative energy (zero: lowest compared OMol25 entry of this formula, charge and spin) in eV: 1.2301

natural (NBO) population analysis, charges in e, atoms 1 to 5: O -0.375; H 0.239; H 0.271; H 0.240; C 0.123


Entry 5:
ORCA calculation (ωB97M-V/def2-TZVPD) on a molecular structure, C37H42CuN5OSiTe.

```
! RIJCOSX wB97M-V def2-TZVPD def2/J DEFGRID3
* xyz -1 2
H -2.329 -2.525 4.125
H 5.990 2.274 3.904
H 3.861 1.235 -3.407
C 2.662 1.621 3.818
O -0.869 1.970 0.399
H -4.435 -4.944 -2.817
C 3.472 -2.331 -1.623
H 1.989 -2.147 0.901
C -1.538 -2.329 3.416
C -0.019 -3.477 -1.816
C 1.735 5.061 0.297
H -0.120 6.371 2.804
C -6.008 -0.719 -3.480
H 2.246 5.350 -0.614
H -2.734 0.538 -4.738
H -6.042 -3.259 -2.981
H 1.425 1.366 5.550
C 3.463 1.758 6.093
C -1.681 -1.695 2.198
C -0.847 1.024 -2.316
H 4.138 1.380 -0.275
H -0.578 2.060 -2.539
C -2.911 -1.123 1.570
H 1.061 7.050 0.738
C 1.085 3.344 1.861
H 2.523 -1.604 2.487
C 3.956 1.870 3.368
H 5.031 -0.090 -3.431
Te 1.064 1.307 2.446
C -3.685 0.175 -4.347
C -2.083 1.007 -1.422
C -2.117 -2.597 -2.050
H -2.955 1.308 -2.005
N -0.853 -2.432 -1.698
H 5.272 0.024 -0.310
C 4.990 2.075 4.269
H 3.439 -0.299 -4.171
H 0.313 -3.195 4.348
C 4.213 0.292 -0.270
C -5.008 -2.934 -3.073
C 3.971 0.152 -3.332
C 2.426 1.565 5.189
C 4.747 2.017 5.635
C -0.167 -2.676 3.531
C 0.407 5.633 2.212
C -2.669 -3.796 -2.551
N -0.477 -1.626 1.565
H -0.114 4.006 3.510
C 0.364 0.370 -1.786
C 1.741 3.732 0.700
H -6.971 -1.077 -3.136
H 2.922 -2.824 -2.427
H 2.237 2.984 0.095
H 4.529 -2.594 -1.726
H -6.692 1.257 -3.894
H 5.555 2.171 6.339
H -3.091 -1.543 0.573
H -3.038 2.920 1.140
C -1.780 -4.884 -2.613
Si 3.295 -0.475 -1.703
C -4.876 -1.591 -3.479
H 3.799 -0.071 0.674
H -2.776 -1.749 -1.949
C 0.412 4.303 2.611
H 1.011 -3.309 -1.521
H -1.092 0.532 -3.261
H 4.155 1.914 2.304
H 3.120 -2.727 -0.670
H -2.844 -0.034 1.471
Cu -0.083 -0.979 -0.215
H -2.280 -0.007 -1.059
C 1.886 -2.333 1.975
C -0.457 -4.718 -2.256
H 2.292 -3.326 2.181
H -3.948 2.273 -0.184
H 0.240 -5.544 -2.309
C 1.529 0.021 -1.656
C -1.931 1.859 -0.189
C 0.446 -2.231 2.376
N -4.672 1.068 -4.351
C -5.853 0.566 -3.900
H 3.265 1.709 7.157
N -3.058 2.487 0.232
C 1.070 6.014 1.053
C -4.057 -3.925 -2.854
H -2.140 -5.849 -2.952
H -3.786 -1.348 2.181
N -3.683 -1.079 -3.938
*
```

Computed properties:
Molar mass in g mol⁻¹: 792.01
HOMO energy (alpha / beta) in eV: -2.4 / -4.2
Orbital gap (alpha / beta) in Eh: 0.171 / 0.237
Lowest unoccupied orbital energy (alpha / beta) in eV: 2.28 / 2.28
Relative energy (zero: lowest compared OMol25 entry of this formula, charge and spin) in eV: 0.1264

Löwdin population analysis, charges in e, atoms 1 to 5: H 0.078; H 0.097; H 0.030; C -0.519; O -0.047


Entry 6:
ORCA calculation (ωB97M-V/def2-TZVPD) on 2 unconnected molecules or ions with the total composition C8H18S.

```
! RIJCOSX wB97M-V def2-TZVPD def2/J DEFGRID3
* xyz 0 1
C 0.246 2.713 4.283
C 0.833 3.941 3.583
H -1.242 1.755 2.134
H 0.691 4.987 1.681
H -0.005 0.578 3.945
H -0.850 4.308 2.281
C 3.120 0.220 -0.553
H 1.928 3.811 3.491
H 3.330 -2.183 1.084
C 0.236 4.113 2.185
H 3.536 -1.480 2.719
H 3.511 1.086 -1.113
H 3.316 -0.695 -1.138
H 1.536 1.258 3.344
C 3.135 -1.295 1.708
H 2.030 0.338 -0.438
S 3.948 0.168 1.045
C -0.147 1.625 2.042
H 0.708 2.585 5.280
H -0.840 2.871 4.433
H 2.044 -1.150 1.784
H 0.034 0.717 1.435
H 1.526 2.694 1.193
C 0.450 1.452 3.440
H -0.022 2.981 0.345
C 0.440 2.852 1.343
H 0.652 4.849 4.190
*
```

Computed properties:
SMILES: C1CCCCC1.CSC
Molar mass in g mol⁻¹: 146.30
HOMO energy in eV: -8.6
Orbital gap in Eh: 0.350
Lowest unoccupied orbital energy in eV: 0.95
Relative energy (zero: lowest compared OMol25 entry of this formula, charge and spin) in eV: 0.0250

natural (NBO) population analysis, charges in e, atoms 1 to 5: C -0.398; C -0.400; H 0.192; H 0.207; H 0.205